(1)
Molecular formula: C4H9O3
Method: DFT, the ωB97M-V functional and the def2-TZVPD basis

Last column: natural (NBO) charge in e.
Positions of all 16 atoms, in Å:
C1 -0.884 1.833 0.923  -0.05
C2 -1.214 1.414 -0.493  -0.64
O1 -0.357 0.782 1.695  -0.78
H1 -0.157 2.661 0.922  0.14
H2 -1.767 2.244 1.431  0.14
H3 -1.386 0.355 -0.587  0.22
H4 0.317 0.322 1.110  0.51
H5 -0.428 1.623 -1.215  0.21
H6 -2.114 1.916 -0.872  0.18
C3 0.686 -2.209 -0.740  -0.73
C4 1.769 -1.515 0.093  0.78
O2 1.538 -0.279 0.303  -0.83
O3 2.779 -2.149 0.415  -0.74
H7 0.829 -1.896 -1.775  0.20
H8 -0.299 -1.802 -0.511  0.20
H9 0.688 -3.300 -0.700  0.19

The HOMO energy comes out at -4.519 eV. Its energy is -383.59148 a.u. The orbital gap is 8.5 eV. The calculation puts the max |F| at 1.1 eV/A. Its energy above the lowest of the compared OMol25 structures with the same formula, charge and spin is 39.5 kJ/mol. As for the lowest unoccupied orbital energy: 3.97 eV. The total charge is -1.

=====

(2)
Molecular formula: CH4N2S2
Method: DFT, the ωB97M-V functional and the def2-TZVPD basis

Last column: natural (NBO) charge in e.
Positions of all 9 atoms, in Å:
N1 -1.514 0.268 0.178  -0.83
S1 -2.114 -1.543 0.191  -0.39
H1 -0.618 0.537 -0.158  0.41
H2 -2.189 0.911 -0.302  0.41
H3 -1.430 0.737 1.084  0.40
N2 1.250 -0.543 -0.552  -0.69
C1 2.165 0.116 -0.105  0.20
S2 3.388 0.975 0.218  0.07
H4 1.062 -1.456 -0.554  0.42

The structure (SMILES) is [NH3+][S-].N=C=S. The HOMO energy comes out at -8.045 eV. Its energy is -946.31922 a.u. The orbital gap is 8.1 eV. The calculation puts the max |F| at 5.6 eV/A. Its energy above the lowest of the compared OMol25 structures with the same formula, charge and spin is 176.8 kJ/mol. As for the lowest unoccupied orbital energy: 0.05 eV.

=====

(3)
Molecular formula: C4H7N3
Method: DFT, the ωB97M-V functional and the def2-TZVPD basis

Last column: natural (NBO) charge in e.
Positions of all 14 atoms, in Å:
N1 2.395 -0.710 -0.850  -0.75
N2 1.239 0.039 -1.192  -0.40
C1 0.217 0.085 -0.391  0.43
C2 -1.024 0.941 -0.520  -0.49
C3 -1.799 0.576 0.717  -0.26
C4 -1.155 -0.408 1.287  -0.02
N3 0.074 -0.646 0.698  -0.61
H1 2.649 -1.437 -1.570  0.37
H2 3.120 -0.061 -0.535  0.37
H3 -0.709 2.032 -0.392  0.24
H4 -1.654 0.857 -1.393  0.25
H5 -2.801 1.056 1.077  0.23
H6 -1.269 -0.899 2.225  0.21
H7 0.716 -1.425 0.839  0.43

The structure (SMILES) is N/N=C1/CC=CN1. The HOMO energy comes out at -7.700 eV. Its energy is -320.80580 a.u. The orbital gap is 8.7 eV. The calculation puts the max |F| at 3.4 eV/A. Its energy above the lowest of the compared OMol25 structures with the same formula, charge and spin is 203.5 kJ/mol. As for the lowest unoccupied orbital energy: 1.03 eV.

=====

What is the HOMO energy in the third record?
-7.700 eV

=====

Look up the HOMO energy of the second one.
-8.045 eV